Below is a cluster of 2 separate species, C2H10N2O in total in a non-equilibrium geometry, with properties calculated with ωB97M-V with the def2-TZVPD basis set.

As for the relative energy (zero: lowest compared OMol25 entry of this formula, charge and spin): 1.583 eV. As for the energy: -7262.34011 eV. Its SMILES is NCCN.O. The LUMO energy is 1.0 eV. The calculation puts the orbital gap at 9.75 eV.

Geometry as ORCA input:
```
! RIJCOSX wB97M-V def2-TZVPD def2/J DEFGRID3
* xyz 0 1
N -1.75 -0.36 1.03
C -1.35 0.48 -0.19
C 0.15 0.80 -0.45
N 0.12 1.69 -1.63
H -2.81 -0.60 0.99
H -1.52 0.11 1.82
H -1.86 1.45 -0.28
H -1.86 -0.21 -0.97
H 0.59 1.38 0.29
H 0.81 -0.12 -0.50
H 0.87 2.10 -2.15
H -0.75 1.69 -2.19
O 2.61 -2.28 1.15
H 2.41 -2.55 0.21
H 1.88 -2.05 1.65
*
```

Here are the natural (NBO) charges for atoms 1 to 8, given in e: -0.84, -0.23, -0.21, -0.90, 0.37, 0.35, 0.17, 0.19